No. 1
Computed, not measured: a 2-piece molecular cluster, C30H60N3O6 overall at a distorted geometry, with the ωB97M-V functional and the def2-TZVPD basis.

Computed properties:
LUMO energy (eV): -2.186

The geometry in ORCA input format:
```
! RIJCOSX wB97M-V def2-TZVPD def2/J DEFGRID3
* xyz 1 1
C -5.525 -1.979 0.258
C -4.494 -2.505 1.241
O -3.845 -1.431 1.907
C -2.443 -1.541 2.033
C -1.778 -0.147 2.141
C -0.531 -0.226 3.034
C 0.748 0.498 2.554
C 1.947 -0.444 2.444
C 3.232 0.325 2.125
C 4.361 -0.594 1.638
C 4.377 -0.811 0.103
C 5.740 -0.521 -0.519
C 6.807 -1.564 -0.160
C 6.882 -2.741 -1.118
O 5.588 -3.282 -1.330
C 5.595 -4.363 -2.230
C -2.821 0.895 2.622
N -3.363 1.402 1.356
C -2.719 0.829 0.326
N -3.127 0.771 -0.913
C -2.333 0.140 -1.983
C -3.185 -0.050 -3.241
C -2.320 -0.199 -4.498
C -2.147 1.052 -5.375
C -0.972 1.971 -5.035
C -1.139 3.021 -3.924
C -2.490 3.725 -3.884
C -2.577 4.853 -2.852
C -2.109 4.515 -1.424
C -2.992 5.118 -0.319
O -2.309 6.174 0.344
C -2.307 6.070 1.748
N -1.486 0.272 0.729
H -6.145 -1.225 0.739
H -6.175 -2.796 -0.051
H -5.051 -1.567 -0.633
H -4.998 -3.135 1.976
H -3.768 -3.137 0.726
H -2.011 -2.044 1.165
H -2.190 -2.139 2.911
H -0.813 0.204 3.997
H -0.277 -1.264 3.234
H 0.633 0.967 1.578
H 0.994 1.308 3.244
H 1.772 -1.136 1.616
H 2.071 -1.007 3.368
H 3.574 0.866 3.010
H 3.032 1.063 1.344
H 5.315 -0.146 1.927
H 4.307 -1.560 2.138
H 4.091 -1.836 -0.123
H 3.634 -0.145 -0.343
H 5.662 -0.473 -1.607
H 6.085 0.457 -0.176
H 6.631 -1.953 0.846
H 7.801 -1.115 -0.146
H 7.295 -2.422 -2.082
H 7.524 -3.517 -0.689
H 4.777 -5.035 -1.977
H 6.527 -4.932 -2.177
H 5.468 -4.021 -3.261
H -3.636 0.453 3.186
H -2.376 1.678 3.233
H -4.344 1.629 1.289
H -4.000 1.214 -1.149
H -2.005 -0.826 -1.604
H -1.447 0.740 -2.187
H -3.836 0.821 -3.348
H -3.797 -0.939 -3.091
H -2.789 -0.961 -5.121
H -1.334 -0.585 -4.233
H -1.969 0.683 -6.386
H -3.091 1.595 -5.416
H -0.127 1.333 -4.761
H -0.666 2.484 -5.947
H -0.388 3.794 -4.112
H -0.875 2.598 -2.953
H -3.315 3.013 -3.766
H -2.640 4.174 -4.871
H -3.600 5.224 -2.810
H -1.962 5.671 -3.228
H -2.039 3.436 -1.279
H -1.117 4.935 -1.265
H -3.265 4.355 0.412
H -3.902 5.544 -0.747
H -3.324 6.035 2.152
H -1.811 6.947 2.152
H -1.773 5.172 2.075
H -0.842 1.059 0.683
C 2.882 -5.665 4.861
C 1.825 -4.642 5.230
O 2.000 -3.647 4.213
C 2.588 -4.232 3.137
O 2.727 -3.715 2.080
O 2.996 -5.480 3.445
H 2.593 -6.689 5.080
H 3.848 -5.454 5.321
H 0.813 -5.044 5.157
H 1.970 -4.201 6.212
*
```


No. 2
Computed, not measured: a 10-piece molecular cluster, C30H60O14 overall at a distorted geometry, with the ωB97M-V functional and the def2-TZVPD basis.

Computed properties:
LUMO energy (eV): 0.423
SMILES string: COC(=O)OC.COC(=O)OC.CC(C)=O.CC(C)=O.CC(C)=O.CC(C)=O.CC(C)=O.CC(C)=O.CC(C)=O.CC(C)=O

The geometry in ORCA input format:
```
! RIJCOSX wB97M-V def2-TZVPD def2/J DEFGRID3
* xyz 0 1
C -2.871 -1.129 1.622
O -2.520 -0.691 0.328
C -1.353 0.003 0.124
O -0.526 0.291 0.985
O -1.209 0.214 -1.220
C -0.166 1.036 -1.705
H -2.704 -0.450 2.458
H -2.318 -2.003 1.966
H -3.930 -1.384 1.657
H 0.825 0.581 -1.701
H -0.094 1.982 -1.169
H -0.365 1.180 -2.767
C 3.592 -1.855 -7.695
O 3.466 -1.047 -6.558
C 2.512 -0.040 -6.535
O 1.965 0.304 -7.567
O 2.408 0.596 -5.351
C 3.018 0.106 -4.159
H 4.351 -2.629 -7.579
H 4.043 -1.358 -8.554
H 2.647 -2.356 -7.902
H 2.764 0.732 -3.304
H 4.095 -0.054 -4.194
H 2.644 -0.901 -3.971
C 4.567 0.704 -1.183
C 4.035 1.030 0.223
O 4.819 1.195 1.150
C 2.530 1.242 0.280
H 3.879 0.030 -1.693
H 5.588 0.333 -1.105
H 4.375 1.579 -1.804
H 2.282 1.800 1.182
H 2.014 0.282 0.284
H 2.133 1.867 -0.520
C 0.731 6.877 -3.070
C 1.629 5.791 -3.597
O 2.677 6.088 -4.135
C 1.091 4.395 -3.549
H 1.197 7.775 -3.476
H 0.787 6.835 -1.983
H -0.298 6.719 -3.392
H 1.838 3.669 -3.871
H 0.224 4.385 -4.209
H 0.756 4.083 -2.560
C -0.479 4.158 0.604
C -1.339 4.727 -0.453
O -1.380 4.232 -1.567
C -2.306 5.861 -0.136
H -1.037 3.548 1.314
H -0.022 4.973 1.165
H 0.280 3.464 0.244
H -3.324 5.619 -0.443
H -1.877 6.782 -0.530
H -2.176 6.031 0.933
C -3.138 -4.785 0.911
C -2.914 -5.200 -0.519
O -3.080 -4.396 -1.398
C -2.467 -6.604 -0.855
H -3.439 -3.750 1.072
H -2.216 -4.875 1.486
H -3.917 -5.376 1.392
H -2.174 -6.652 -1.904
H -3.299 -7.280 -0.661
H -1.610 -6.855 -0.230
C -2.448 -3.057 6.842
C -2.325 -2.515 5.442
O -2.738 -3.142 4.490
C -1.762 -1.153 5.349
H -2.498 -4.145 6.782
H -3.443 -2.829 7.225
H -1.638 -2.689 7.472
H -1.970 -0.454 6.159
H -2.308 -0.810 4.470
H -0.684 -1.188 5.192
C 2.131 -0.903 3.177
C 2.496 -2.280 3.681
O 2.352 -3.306 3.033
C 3.334 -2.369 4.932
H 1.453 -0.460 3.907
H 1.610 -0.955 2.221
H 2.976 -0.237 3.005
H 2.657 -1.929 5.664
H 4.276 -1.821 4.914
H 3.502 -3.439 5.050
C 0.813 -3.114 -0.195
C 2.029 -2.447 -0.847
O 1.927 -1.509 -1.557
C 3.365 -2.956 -0.518
H 0.226 -3.721 -0.885
H 0.110 -2.317 0.049
H 1.054 -3.741 0.663
H 3.462 -3.007 0.566
H 4.196 -2.322 -0.826
H 3.476 -4.003 -0.802
C -4.344 2.651 0.999
C -4.866 1.728 2.083
O -4.347 1.680 3.207
C -5.964 0.877 1.648
H -4.060 1.986 0.183
H -3.479 3.245 1.293
H -5.146 3.334 0.717
H -5.758 0.646 0.603
H -6.966 1.283 1.787
H -5.908 -0.048 2.223
*
```


No. 3
Computed, not measured: C30H61AlBCl28F5NO3S as an isolated structure at a distorted geometry, with the ωB97M-V functional and the def2-TZVPD basis.

Computed properties:
LUMO energy (eV): 1.412

The geometry in ORCA input format:
```
! RIJCOSX wB97M-V def2-TZVPD def2/J DEFGRID3
* xyz -1 1
N 6.121 1.404 -2.005
B 5.850 2.488 -3.014
O 6.100 2.253 -4.430
Al 5.070 4.321 -2.407
S 2.756 4.213 -2.437
O 2.198 4.504 -3.822
O 2.274 5.354 -1.544
C 2.035 2.659 -1.682
F 2.720 2.293 -0.526
F 0.723 3.004 -1.252
C 1.831 1.447 -2.719
F 0.546 1.583 -3.250
F 1.982 0.223 -2.039
F 2.699 1.469 -3.796
H 5.631 1.712 -1.151
H 5.574 0.593 -2.335
H 5.213 2.149 -4.838
H 5.623 5.444 -3.413
H 5.487 4.735 -0.922
Cl -1.603 -2.990 -6.235
C -0.434 -1.707 -5.825
C -1.087 -0.344 -5.738
Cl -1.633 0.242 -7.333
H 0.362 -1.724 -6.571
H -0.002 -1.971 -4.859
H -0.371 0.386 -5.360
H -1.952 -0.354 -5.063
Cl 4.563 1.827 1.412
C 4.233 1.784 3.160
C 3.292 0.656 3.532
Cl 1.643 0.929 2.915
H 3.831 2.754 3.455
H 5.194 1.648 3.660
H 3.216 0.581 4.619
H 3.638 -0.303 3.148
Cl -3.641 0.220 -0.220
C -2.072 -0.619 -0.346
C -1.279 -0.163 -1.551
Cl -2.026 -0.687 -3.086
H -2.259 -1.699 -0.373
H -1.519 -0.393 0.568
H -0.278 -0.597 -1.522
H -1.178 0.923 -1.577
Cl -2.125 3.015 0.594
C -3.066 4.304 -0.188
C -2.386 5.653 -0.087
Cl -2.362 6.271 1.585
H -4.056 4.318 0.262
H -3.174 4.022 -1.238
H -2.927 6.386 -0.688
H -1.357 5.610 -0.447
Cl -6.441 5.321 0.559
C -7.852 4.271 0.276
C -7.765 2.968 1.044
Cl -6.481 1.890 0.431
H -7.935 4.095 -0.800
H -8.731 4.833 0.600
H -8.705 2.422 0.945
H -7.582 3.141 2.105
Cl -0.830 -6.670 -0.903
C -1.802 -5.404 -1.695
C -1.161 -4.037 -1.586
Cl -1.169 -3.422 0.087
H -2.799 -5.417 -1.252
H -1.893 -5.686 -2.746
H -1.717 -3.318 -2.190
H -0.128 -4.050 -1.936
Cl 0.922 10.008 -1.339
C 1.152 8.481 -0.447
C 1.240 8.701 1.048
Cl 2.734 9.552 1.518
H 2.046 7.993 -0.835
H 0.293 7.849 -0.677
H 1.249 7.738 1.562
H 0.392 9.278 1.420
Cl -1.849 0.266 3.996
C -1.996 -0.043 5.743
C -1.337 1.039 6.576
Cl 0.440 1.027 6.420
H -1.571 -1.021 5.949
H -3.064 -0.082 5.967
H -1.562 0.883 7.633
H -1.693 2.031 6.296
Cl 2.612 -2.160 -0.099
C 2.765 -3.691 0.799
C 2.826 -3.473 2.296
Cl 4.339 -2.676 2.800
H 3.650 -4.212 0.433
H 1.888 -4.293 0.550
H 2.788 -4.434 2.813
H 1.991 -2.864 2.647
Cl 4.242 -4.899 6.084
C 5.756 -5.827 5.959
C 6.603 -5.389 4.781
Cl 5.860 -5.817 3.221
H 5.500 -6.886 5.897
H 6.304 -5.663 6.889
H 7.573 -5.888 4.816
H 6.774 -4.312 4.789
Cl -1.279 -1.945 -13.377
C -1.328 -2.202 -11.614
C -0.708 -1.051 -10.850
Cl 1.054 -0.956 -11.091
H -0.827 -3.145 -11.396
H -2.380 -2.303 -11.339
H -0.874 -1.186 -9.779
H -1.141 -0.095 -11.143
Cl -2.002 -1.108 10.661
C -0.477 -2.022 10.556
C 0.369 -1.588 9.378
Cl -0.364 -2.043 7.821
H -0.720 -3.084 10.506
H 0.065 -1.840 11.486
H 1.345 -2.075 9.423
H 0.528 -0.508 9.373
Cl 2.880 -7.825 4.303
C 3.144 -9.177 3.176
C 3.582 -8.702 1.806
Cl 2.281 -7.840 0.947
H 2.224 -9.760 3.125
H 3.921 -9.807 3.614
H 3.857 -9.558 1.188
H 4.443 -8.036 1.870
Cl -9.394 3.006 -1.994
C -9.010 1.648 -3.082
C -8.620 2.117 -4.468
Cl -9.996 2.829 -5.348
H -9.874 0.983 -3.111
H -8.178 1.106 -2.627
H -8.269 1.270 -5.059
H -7.822 2.859 -4.429
*
```


no.,E (hartree),gap between HOMO and LUMO (eV)
1,-1794.5377,8.8
2,-2232.3633,9.8
3,-15510.4527,6.5